No. 1
Density functional theory data (wB97M-V/def2-TZVPD) for C18H19BCrN6 as an isolated structure at a distorted geometry.

Structure (XYZ):
```
45
Properties=species:S:1:pos:R:3:lowdin_spin:R:1
H 0.64051 2.93630 0.11755 0.00
N 0.27774 1.54413 -1.40832 0.01
B -0.06351 0.29121 -3.57564 0.00
N 0.30450 1.57152 -2.79921 0.01
C 0.62367 2.80068 -3.20348 0.02
Cr -0.20820 -0.14302 -0.40145 3.01
H 0.66244 2.94308 -4.26158 0.00
C 0.83670 3.59051 -2.07407 0.00
H 1.11711 4.62294 -2.06243 0.00
C 0.61271 2.76834 -0.96429 0.02
H -0.03520 0.44256 -4.74844 0.00
C -0.85746 -1.78492 0.62182 -0.03
H -0.84285 -1.50560 1.69269 0.00
H -0.08370 -2.53951 0.40059 0.01
H -1.86025 -2.06956 0.28125 0.00
N -1.48090 -0.08024 -3.07566 0.01
N 0.91089 -0.78969 -3.05768 0.01
N -1.69798 -0.25993 -1.70382 0.01
N 0.96075 -1.04686 -1.68158 0.01
C -2.63390 -0.27351 -3.72259 0.02
C 1.77032 -1.59999 -3.68218 0.02
H -2.60140 -0.18433 -4.79019 0.00
H 1.80798 -1.51186 -4.74619 0.00
C -3.62305 -0.58347 -2.77922 0.00
C 2.41349 -2.39120 -2.71942 0.00
C -2.99918 -0.55309 -1.52447 0.02
C 1.88547 -2.00302 -1.47831 0.03
H -4.65035 -0.81814 -2.97301 0.00
H 3.14923 -3.14950 -2.88571 0.00
H -3.33882 -0.73798 -0.49853 0.00
H 2.03936 -2.32194 -0.44158 0.00
H -0.91832 0.85189 0.77680 0.19
C 0.50541 0.32039 1.26661 0.07
C 1.03063 0.17467 2.41756 0.40
C 0.90937 0.17572 3.81396 0.06
C -0.35281 0.59539 4.31468 0.04
C -0.64490 0.53241 5.66955 0.00
C 0.33619 0.09094 6.57785 0.02
C 1.60667 -0.29148 6.09878 0.00
C 1.89890 -0.24397 4.73327 0.03
H -1.10629 0.94756 3.60388 0.00
H -1.64146 0.82541 6.02688 0.00
H 0.10157 0.04272 7.65270 0.00
H 2.35723 -0.64079 6.82543 0.00
H 2.88169 -0.54481 4.36722 0.00
```

Calculated values
2S+1 ... 5
E_HOMO (alpha / beta) ... -7.7430 / -7.7449 eV
LUMO (alpha / beta) ... 0.7 / -1.3 eV
⟨S²⟩ ... 6.080
Largest force on an atom ... 3.21 eV/Å

No. 2
Density functional theory data (wB97M-V/def2-TZVPD) for C18H19BrN2S as an isolated structure.

Structure (XYZ):
```
41
Properties=species:S:1:pos:R:3:lowdin_charge:R:1
C -1.63866 -3.34429 4.58074 -0.05
C -1.25206 -3.03433 3.15856 -0.28
C -0.35119 -2.00818 2.89568 -0.04
C 0.00803 -1.71817 1.59117 -0.03
C -0.52096 -2.44571 0.53210 -0.22
C -0.12347 -2.10311 -0.89699 -0.08
C -0.27736 -0.61925 -1.16058 -0.13
C 0.75222 0.27100 -1.30790 -0.15
C 2.18579 -0.19741 -1.25941 -0.02
C 0.46741 1.68742 -1.48235 -0.15
C 1.66967 2.60387 -1.61037 -0.22
C 1.39924 4.09231 -1.68271 -0.76
C 2.61023 4.93277 -1.34995 -0.15
Br 0.68688 4.62575 -3.41834 0.71
C -0.81365 2.14607 -1.51427 0.01
C -1.89152 1.23960 -1.39549 -0.35
N -3.19190 1.50936 -1.43212 -0.24
S -3.96892 0.12294 -1.25048 1.01
N -2.71742 -0.89172 -1.13992 -0.21
C -1.62233 -0.14661 -1.22702 -0.32
C -1.41370 -3.46637 0.79894 -0.04
C -1.77801 -3.76370 2.10314 -0.04
H -2.69567 -3.57380 4.65983 0.07
H -1.09330 -4.20736 4.95312 0.08
H -1.41988 -2.48846 5.20957 0.07
H 0.04056 -1.44951 3.73112 0.11
H 0.68723 -0.90878 1.38531 0.10
H 0.88743 -2.43661 -1.08260 0.11
H -0.81272 -2.59558 -1.57403 0.11
H 2.45139 -0.41092 -0.22421 0.09
H 2.30679 -1.12313 -1.80261 0.08
H 2.87200 0.54952 -1.62587 0.06
H 2.28561 2.28343 -2.44522 0.12
H 2.23664 2.47090 -0.68860 0.13
H 0.62771 4.32756 -0.95980 0.09
H 3.33606 4.97500 -2.15624 0.07
H 2.31668 5.95019 -1.11418 0.07
H 3.09913 4.53580 -0.46376 0.08
H -1.01878 3.19302 -1.65089 0.08
H -1.84818 -4.03099 -0.01243 0.11
H -2.47698 -4.55255 2.32905 0.11
```

Calculated values
2S+1 ... 1
E_HOMO ... -8.5670 eV
LUMO ... -0.3 eV
Largest force on an atom ... 0.76 eV/Å

No. 3
Density functional theory data (wB97M-V/def2-TZVPD) for C18H19Cl2O4RuS6 as an isolated structure at a distorted geometry.

Structure (XYZ):
```
50
Properties=species:S:1:pos:R:3:lowdin_spin:R:1
Ru 0.39749 0.07320 -0.13876 0.02
O -1.58168 1.12097 -0.76385 0.00
S -2.99545 1.45905 -1.02514 0.00
C -3.22586 3.19055 -0.34868 0.00
C -2.23499 3.57179 0.74220 0.00
C -0.94666 4.17701 0.17699 0.00
C 0.05037 4.55499 1.26209 0.00
S 1.14836 3.12733 1.75758 0.00
O 0.36185 1.89719 1.48868 0.01
C 2.27325 3.33053 0.34515 0.00
C 3.41751 4.09866 0.49046 0.00
C 4.24874 4.28663 -0.60173 0.00
C 3.92900 3.72150 -1.82625 0.00
C 2.79084 2.94269 -1.95968 0.00
C 1.96692 2.73942 -0.86609 0.01
C -3.94551 0.60719 0.26949 0.00
C -3.34099 0.19842 1.44327 0.00
C -4.09596 -0.44605 2.40946 0.00
C -5.43647 -0.70822 2.17820 0.00
C -6.02490 -0.33988 0.97709 0.00
C -5.28189 0.33094 0.02084 0.00
H -4.25677 3.23191 -0.00535 0.00
H -3.11436 3.84480 -1.21106 0.00
H -1.97891 2.69590 1.34036 0.00
H -2.71227 4.29753 1.40543 0.00
H -1.18709 5.07159 -0.40091 0.00
H -0.49971 3.45785 -0.50922 0.00
H -0.45803 4.88160 2.16839 0.00
H 0.73166 5.34307 0.94841 0.00
H 3.66149 4.53480 1.44715 0.00
H 5.14875 4.87699 -0.49788 0.00
H 4.57377 3.87116 -2.67958 0.00
H 2.52429 2.49661 -2.90581 0.00
H 1.08229 2.10748 -0.97651 0.01
H -2.28165 0.36212 1.59502 0.00
H -3.63612 -0.74252 3.33920 0.00
H -6.02658 -1.20296 2.93386 0.00
H -7.06122 -0.57803 0.78512 0.00
H -5.73461 0.62956 -0.91322 0.00
S 2.77216 -0.10655 0.84042 0.23
S 2.68563 -1.24475 2.44522 0.27
S 0.84797 -2.43243 2.50723 0.26
S -0.52754 -1.71587 1.29405 0.21
Cl 1.98353 0.34649 -5.10076 0.00
C 2.35311 -0.70306 -3.73476 0.00
Cl 3.91047 -0.24337 -3.01213 0.00
C 1.32688 -0.55676 -2.59368 -0.01
O 1.32489 -1.47080 -1.75161 0.00
O 0.62917 0.46536 -2.54772 -0.03
H 2.43893 -1.73107 -4.08435 0.00
```

Calculated values
2S+1 ... 2
E_HOMO (alpha / beta) ... -7.1777 / -7.0882 eV
LUMO (alpha / beta) ... -0.7 / -1.6 eV
⟨S²⟩ ... 1.172
ΔE to the lowest compared entry with this formula, charge and spin ... 1.96 kcal per mole
Largest force on an atom ... 2.18 eV/Å

No. 4
Density functional theory data (wB97M-V/def2-TZVPD) for one molecule with the formula C18H19ClFNO3S.

Structure (XYZ):
```
44
Properties=species:S:1:pos:R:3:lowdin_charge:R:1
C -1.57556 -2.56000 1.55748 -0.05
C -2.30471 -2.10946 0.33022 -0.25
C -2.22808 -2.85869 -0.83765 -0.08
C -2.87982 -2.46734 -1.99270 -0.07
C -3.64276 -1.31292 -1.99326 -0.08
C -3.73546 -0.55933 -0.83816 -0.06
C -3.07047 -0.93850 0.32430 -0.24
C -3.15093 -0.05943 1.52051 -0.16
S -1.75305 1.13153 1.49702 0.70
O -1.81289 1.92343 2.69368 -0.30
O -0.52198 0.40589 1.27139 -0.34
C -2.04884 2.23068 0.06584 -0.21
C -0.91684 3.24289 -0.02890 -0.11
C 0.17798 2.88168 -1.03591 -0.50
O 0.66293 3.71177 -1.77683 0.06
N 0.51787 1.58151 -1.03714 0.08
C 1.61186 1.07035 -1.84104 -0.14
C 2.58738 0.34347 -0.95794 -0.23
C 3.77728 0.93830 -0.56016 -0.01
C 4.65516 0.29665 0.29502 0.00
C 4.32068 -0.96163 0.76025 -0.27
F 5.16178 -1.60224 1.59342 0.06
C 3.14385 -1.58896 0.39482 -0.02
C 2.28392 -0.92455 -0.46338 -0.58
Cl 0.81306 -1.70038 -0.91832 0.81
H -0.85903 -1.80045 1.86490 0.06
H -2.26827 -2.73353 2.38110 0.09
H -1.03982 -3.48492 1.36082 0.08
H -1.64054 -3.76509 -0.84153 0.11
H -2.79676 -3.06456 -2.88797 0.11
H -4.16434 -1.00141 -2.88543 0.10
H -4.34603 0.33327 -0.83128 0.11
H -3.05365 -0.59201 2.46216 0.11
H -4.04332 0.56027 1.53551 0.11
H -2.12660 1.60099 -0.81593 0.10
H -2.99919 2.71315 0.27630 0.11
H -0.45372 3.34199 0.95781 0.12
H -1.29718 4.22563 -0.31387 0.13
H 0.19417 0.98254 -0.28267 0.07
H 2.08129 1.92529 -2.33356 0.12
H 1.21483 0.39003 -2.60396 0.11
H 4.01536 1.92441 -0.92820 0.12
H 5.57980 0.75694 0.60321 0.12
H 2.90789 -2.56899 0.77613 0.12
```

Calculated values
2S+1 ... 1
E_HOMO ... -9.1514 eV
SMILES ... Cc1ccccc1CS(=O)(=O)CCC(=O)NCc1ccc(F)cc1Cl
LUMO ... 0.5 eV
Largest force on an atom ... 0.99 eV/Å

No. 5
Density functional theory data (wB97M-V/def2-TZVPD) for one molecule with the formula C18H19ClN2O3.

Structure (XYZ):
```
43
Properties=species:S:1:pos:R:3:lowdin_charge:R:1
C 3.15053 0.93485 -4.09517 -0.08
O 1.76491 1.14873 -4.00359 -0.12
C 1.19725 1.29017 -2.76089 -0.18
C 1.93744 1.27548 -1.58733 0.03
C 1.35801 1.43727 -0.33491 -0.17
C -0.01693 1.61448 -0.25651 -0.15
C -0.76869 1.62036 -1.41865 0.05
C -0.19820 1.46153 -2.67616 -0.19
O -1.09617 1.50563 -3.69986 -0.07
C -0.72221 1.19210 -5.02235 -0.08
C -0.66711 1.80846 1.09090 -0.10
N 0.13073 1.20696 2.13603 -0.05
C -0.00817 -0.06242 2.63504 -0.48
O 0.75531 -0.50184 3.47142 0.07
N -1.09384 -0.76037 2.14860 0.13
C -1.55996 -2.00083 2.55076 -0.24
C -1.13054 -2.65272 3.70508 -0.01
C -1.65740 -3.88130 4.05545 -0.08
C -2.62399 -4.48740 3.27152 -0.10
C -3.06727 -3.85562 2.12179 -0.12
C -2.53820 -2.62971 1.77139 -0.57
Cl -3.10788 -1.85046 0.31832 0.70
C 1.46242 1.77885 2.16387 -0.14
C 2.22163 1.36490 0.89884 -0.10
H 3.45429 0.01904 -3.57784 0.10
H 3.71841 1.78359 -3.70025 0.10
H 3.35648 0.83062 -5.15967 0.10
H 3.00632 1.13816 -1.63131 0.11
H -1.83901 1.75159 -1.37716 0.13
H -1.65062 1.22451 -5.59272 0.09
H -0.01900 1.92113 -5.42960 0.09
H -0.28773 0.19263 -5.09296 0.10
H -1.69386 1.44080 1.09799 0.12
H -0.72170 2.88410 1.31116 0.14
H -1.52366 -0.43627 1.29261 0.06
H -0.37211 -2.18296 4.30832 0.10
H -1.30774 -4.36844 4.95284 0.10
H -3.03439 -5.44628 3.54695 0.10
H -3.82006 -4.31139 1.49717 0.10
H 1.97390 1.41379 3.05483 0.12
H 1.36874 2.86620 2.22201 0.13
H 3.10773 1.99072 0.77492 0.12
H 2.56236 0.33137 1.01912 0.13
```

Calculated values
2S+1 ... 1
E_HOMO ... -8.0431 eV
SMILES ... COc1cc2c(cc1OC)CN(C(=O)Nc1ccccc1Cl)CC2
LUMO ... 0.7 eV
ΔE to the lowest compared entry with this formula, charge and spin ... 39.42 kcal per mole
Largest force on an atom ... 0.64 eV/Å

Calculated values (g mol⁻¹) of M for the records, taken in order: 382.20; 375.33; 663.72; 383.87; 346.81.